Record 1
The following is a quantum chemistry calculation of the ion C3HF2O2S with charge -1, from the OMol25 dataset.

- Lowest unoccupied orbital energy: 0.15049 hartree
- HOMO energy: -0.129 Eh
- Frontier orbital gap: 7.6050 eV
- Energy relative to the best compared isomer or geometry (same formula, charge and spin): 10.17 kcal/mol
- Net charge: -1

```
9
Properties=species:S:1:pos:R:3:forces:R:3:lowdin_charge:R:1
C 0.234 -0.438 0.008 3.1140 2.6910 -3.2163 0.13
C 1.001 0.199 -0.730 -2.7376 -3.2229 2.2910 -0.11
C 2.227 0.672 -1.220 0.8333 0.9411 -0.4432 -0.56
O 2.937 2.794 0.523 -1.2060 2.1956 0.3247 -0.53
O 2.641 0.542 1.589 -0.4299 0.5862 -0.0982 -0.54
F 2.009 1.605 -2.233 0.6239 -0.2077 0.4575 -0.02
F 3.080 -0.298 -1.776 -0.9066 0.6589 0.4489 -0.03
S 3.241 1.396 0.548 1.8703 -2.8465 -0.9760 0.68
H -0.243 -0.988 0.726 -1.1615 -0.7957 1.2116 -0.01
```
Forces are in eV/Å.

Record 2
The following is a quantum chemistry calculation of a cluster of 2 separate species, C3HF3 in total, from the OMol25 dataset.

- Lowest unoccupied orbital energy (spin up / spin down): -0.00553 / -0.03262 hartree
- HOMO energy (spin up / spin down): -0.368 / -0.312 Eh
- Frontier orbital gap (spin up / spin down): 9.8725 / 7.5958 eV
- Energy relative to the best compared isomer or geometry (same formula, charge and spin): 139.31 kcal/mol

```
7
Properties=species:S:1:pos:R:3:forces:R:3:lowdin_charge:R:1
C 0.317 0.250 -0.555 0.5715 -0.1067 2.3627 0.19
C -1.874 -1.876 -0.156 1.3806 -0.7458 -0.0541 0.08
C 1.141 0.614 0.395 0.7432 0.6463 -0.4896 -0.43
F -2.806 -1.064 -0.101 -1.1913 0.9639 0.0783 0.01
F 1.149 0.289 1.699 -0.2734 -0.0561 -1.1793 0.09
F 2.235 1.434 0.198 -1.2355 -0.8418 0.1383 0.05
H -0.161 0.353 -1.480 0.0050 0.1402 -0.8563 0.02
```
Forces are in eV/Å.

Record 3
The following is a quantum chemistry calculation of a cluster of 2 separate species, C3HF3 in total, from the OMol25 dataset.

- Lowest unoccupied orbital energy (spin up / spin down): -0.00187 / -0.03753 hartree
- HOMO energy (spin up / spin down): -0.382 / -0.311 Eh
- Frontier orbital gap (spin up / spin down): 10.3427 / 7.4510 eV
- Energy relative to the best compared isomer or geometry (same formula, charge and spin): 136.00 kcal/mol

```
7
Properties=species:S:1:pos:R:3:forces:R:3:lowdin_charge:R:1
C 1.022 -0.416 0.005 -0.5818 -0.0817 -0.0485 0.21
C -2.087 -1.537 -0.538 0.2051 0.0659 0.0380 0.10
C 0.771 0.848 0.008 0.1476 1.1733 0.0483 -0.48
F -2.752 -1.024 0.409 0.0302 0.0120 -0.0052 -0.03
F -0.429 1.408 -0.125 0.2096 -0.2156 0.0089 0.09
F 1.673 1.845 0.145 -0.4108 -0.6482 -0.0624 0.08
H 1.801 -1.125 0.096 0.4002 -0.3057 0.0209 0.04
```
Forces are in eV/Å.

Record 4
The following is a quantum chemistry calculation of a structure of composition C3HF3O, from the OMol25 dataset.

- Lowest unoccupied orbital energy: -0.02347 hartree
- HOMO energy: -0.328 Eh
- Frontier orbital gap: 8.2882 eV
- Energy relative to the best compared isomer or geometry (same formula, charge and spin): 74.65 kcal/mol

```
8
Properties=species:S:1:pos:R:3:forces:R:3:lowdin_charge:R:1
C -0.712 -0.837 0.450 2.6691 -0.3492 -0.5122 -0.03
C 0.900 -0.085 -0.268 -2.2191 -0.7017 0.8526 -0.08
C -0.432 0.561 0.077 -0.1257 0.6697 -0.4386 -0.51
O -1.092 -1.903 0.733 -0.5518 0.5916 -0.0198 0.21
F 1.141 -0.425 -1.554 -0.2436 0.0801 -0.1369 0.02
F -1.217 1.119 -0.869 0.2764 -0.1808 -0.0020 0.14
F -0.366 1.396 1.135 0.0925 -0.3243 -0.0038 0.13
H 1.777 0.173 0.296 0.1023 0.2146 0.2607 0.12
```
Forces are in eV/Å.

Record 5
The following is a quantum chemistry calculation of the molecule C3HF3O, from the OMol25 dataset.

- Lowest unoccupied orbital energy: -0.01563 hartree
- HOMO energy: -0.403 Eh
- Frontier orbital gap: 10.5355 eV
- Energy relative to the best compared isomer or geometry (same formula, charge and spin): 72.81 kcal/mol

```
8
Properties=species:S:1:pos:R:3:forces:R:3:lowdin_charge:R:1
C -0.539 -0.390 0.244 -2.5040 -1.2109 -1.2396 -0.15
C -0.654 -1.046 1.673 1.8470 0.5718 -1.9933 0.16
C 0.396 0.628 -0.398 0.4366 2.0018 -0.9984 -0.55
O 0.139 -1.589 0.785 -1.5109 0.8054 0.6427 0.01
F 1.530 0.720 0.275 0.1674 -0.1072 0.5787 0.16
F 0.782 0.404 -1.704 -0.9089 -0.8707 1.1938 0.10
F -0.130 1.915 -0.496 -0.0670 -1.7497 0.7625 0.09
H -1.522 -0.641 -0.380 2.5398 0.5596 1.0536 0.18
```
Forces are in eV/Å.

Record 6
The following is a quantum chemistry calculation of a cluster of 2 separate species, C3HF3O in total, from the OMol25 dataset.

- Lowest unoccupied orbital energy: 0.01971 hartree
- HOMO energy: -0.392 Eh
- SMILES string: FC#CF.O=CF
- Frontier orbital gap: 11.2030 eV
- Energy relative to the best compared isomer or geometry (same formula, charge and spin): 80.62 kcal/mol

```
8
Properties=species:S:1:pos:R:3:forces:R:3:lowdin_charge:R:1
F -1.541 2.628 -0.855 0.0579 0.2139 0.0400 0.13
C -1.212 1.873 0.127 -0.0697 -0.9418 -0.0060 -0.11
C -0.997 0.930 0.831 -0.0470 0.9642 0.0464 -0.13
F -0.682 0.171 1.824 0.0163 -0.1851 -0.0445 0.11
O 1.429 -0.342 -1.034 0.0053 0.1829 -0.0696 0.14
C 1.066 -1.319 -0.494 -0.1411 -0.1906 0.1180 -0.34
F 1.825 -2.418 -0.406 0.1877 -0.1779 -0.0154 0.07
H 0.114 -1.522 0.008 -0.0093 0.1343 -0.0688 0.13
```
Forces are in eV/Å.

Record 7
The following is a quantum chemistry calculation of the molecule C3HF6NO, from the OMol25 dataset.

- Lowest unoccupied orbital energy: 0.02477 hartree
- HOMO energy: -0.417 Eh
- SMILES string: F[C@H]1ON(C(F)(F)F)C1(F)F
- Frontier orbital gap: 12.0228 eV
- Energy relative to the best compared isomer or geometry (same formula, charge and spin): 0.00 kcal/mol

```
12
Properties=species:S:1:pos:R:3:forces:R:3:lowdin_charge:R:1
F 0.630 -2.089 -1.505 0.0060 1.7023 -0.0618 0.08
C 0.780 -1.418 -0.311 0.1752 0.0700 -1.0147 -0.20
O 1.459 -0.138 -0.241 -0.7253 -0.3224 -0.6704 0.09
N 0.299 0.472 0.476 1.0462 -0.3434 -0.6764 0.15
C -0.244 1.738 0.045 0.0802 0.8896 -0.8491 -0.62
F -1.069 2.111 0.978 -0.8996 0.0861 1.7045 0.20
F 0.659 2.754 -0.073 -0.3202 -1.8533 -0.3910 0.16
F -1.027 1.686 -1.053 1.0460 -0.0693 -0.5842 0.15
C -0.415 -0.796 0.297 -0.4350 0.6995 1.3943 -0.53
F -0.685 -1.286 1.514 -0.3362 -0.3855 0.3082 0.15
F -1.509 -0.828 -0.403 -1.1741 0.2742 -0.7793 0.21
H 1.121 -2.206 0.276 1.5368 -0.7477 1.6198 0.15
```
Forces are in eV/Å.

Record 8
The following is a quantum chemistry calculation of a structure of composition C3HFGdO2, from the OMol25 dataset.

- Lowest unoccupied orbital energy (spin up / spin down): -0.56791 / -0.66391 hartree
- HOMO energy (spin up / spin down): -0.872 / -0.930 Eh
- Frontier orbital gap (spin up / spin down): 8.2721 / 7.2384 eV
- Energy relative to the best compared isomer or geometry (same formula, charge and spin): 6.27 kcal/mol
- Net charge: +3
- 2S+1: 8

```
8
Properties=species:S:1:pos:R:3:forces:R:3:lowdin_spin:R:1
F -1.289 1.934 0.499 -0.1784 -1.1060 -0.5940 0.02
O -2.071 -0.122 0.781 -1.9867 -2.8769 1.3136 0.09
C -1.850 -1.412 0.368 3.0267 5.4989 -2.5645 0.80
C -1.251 0.711 0.156 0.3643 0.2813 1.2106 0.04
O -0.878 -1.317 -0.528 -1.9494 -2.8965 1.0399 0.08
C -0.379 -0.022 -0.631 -1.0398 2.9169 -0.5454 0.05
Gd 2.211 0.100 0.176 1.4445 -0.0167 0.1590 5.91
H -0.246 0.606 -1.572 0.3186 -1.8009 -0.0191 0.00
```
Forces are in eV/Å.

Record 9
The following is a quantum chemistry calculation of the molecule C3HIN2OS, from the OMol25 dataset.

- Lowest unoccupied orbital energy (spin up / spin down): -0.04598 / -0.04911 hartree
- HOMO energy (spin up / spin down): -0.297 / -0.297 Eh
- Frontier orbital gap (spin up / spin down): 6.8224 / 6.7465 eV
- Energy relative to the best compared isomer or geometry (same formula, charge and spin): 0.00 kcal/mol

```
9
Properties=species:S:1:pos:R:3:forces:R:3:lowdin_charge:R:1
C -1.180 0.280 0.168 -1.2909 -0.9744 1.1890 -0.25
C -0.737 0.856 -0.946 0.4300 -0.6896 -0.1875 -0.21
C 1.561 -0.192 -0.069 -0.0018 2.2967 -0.9331 -0.76
N -1.246 -1.008 0.722 -0.5225 1.2853 -0.9869 -0.37
N 1.192 -1.241 0.360 1.0344 -2.3219 0.3830 -0.44
O -0.655 1.471 -1.915 0.4517 0.2643 -0.4187 0.20
S -0.159 -2.127 0.389 -0.8616 0.5164 0.4054 0.92
I 3.118 0.924 0.737 0.4121 0.2307 0.1065 0.77
H -1.893 1.036 0.554 0.3485 -0.6075 0.4424 0.13
```
Forces are in eV/Å.

Record 10
The following is a quantum chemistry calculation of a structure of composition C3HLiNdO4, from the OMol25 dataset.

- Lowest unoccupied orbital energy (spin up / spin down): -0.57400 / -0.50024 hartree
- HOMO energy (spin up / spin down): -0.775 / -0.777 Eh
- Frontier orbital gap (spin up / spin down): 5.4628 / 7.5188 eV
- Net charge: +3
- 2S+1: 4

```
10
Properties=species:S:1:pos:R:3:forces:R:3:lowdin_spin:R:1
O -0.246 -2.055 -0.328 4.3151 -0.1456 -2.7090 -0.02
C -0.425 -1.461 0.779 -5.6490 1.9119 -1.9238 0.00
O -0.315 -0.156 0.838 1.7340 0.1018 1.0069 0.00
O -1.464 -1.921 1.386 0.2818 -2.6893 -0.8522 0.00
Nd 1.144 -1.273 -1.972 -1.2700 0.2205 1.9152 3.07
C 0.437 0.428 -0.195 0.4953 -2.0670 -1.0422 -0.03
C 0.739 1.687 -0.162 0.7594 2.2349 0.1189 -0.01
O 1.095 2.812 -0.268 -0.6758 -1.8918 0.0485 -0.01
Li 0.749 4.614 -0.722 0.0044 0.6958 0.0676 0.00
H -1.712 -2.675 0.644 0.0049 1.6289 3.3702 0.00
```
Forces are in eV/Å.